# 1
Entry from the OMol25 dataset: C27H28N3PRuS9 as an isolated structure at a distorted geometry (wB97M-V/def2-TZVPD).

The geometry in XYZ format:
```
69
C27H28N3PRuS9, DFT wB97M-V/def2-TZVPD
Ru 0.81 0.53 0.10
N -0.43 0.30 -2.07
C -1.68 -0.37 -2.10
C -2.14 -0.97 -3.27
C -3.40 -1.55 -3.31
C -4.22 -1.51 -2.18
C -3.74 -0.95 -1.00
C -2.46 -0.40 -0.94
P -1.68 0.18 0.60
C -3.15 0.64 1.59
C -3.69 -0.18 2.58
C -4.89 0.16 3.18
C -5.56 1.32 2.82
C -5.01 2.16 1.86
C -3.81 1.82 1.24
C -1.32 -1.43 1.47
C -0.66 -1.34 2.70
C -0.33 -2.49 3.40
C -0.64 -3.74 2.88
C -1.31 -3.83 1.67
C -1.65 -2.68 0.96
H 0.12 0.15 -2.90
H -0.55 1.31 -1.88
H -1.50 -0.98 -4.15
H -3.75 -2.00 -4.22
H -5.21 -1.93 -2.22
H -4.37 -0.96 -0.12
H -3.17 -1.09 2.86
H -5.32 -0.50 3.94
H -6.50 1.57 3.29
H -5.51 3.08 1.58
H -3.38 2.48 0.49
H -0.41 -0.37 3.10
H 0.21 -2.41 4.33
H -0.34 -4.64 3.41
H -1.54 -4.80 1.25
H -2.14 -2.77 0.00
S 4.12 -5.76 2.38
C 3.50 -4.34 1.82
S 3.66 -2.82 2.62
C 2.77 -1.84 1.48
C 2.27 -2.48 0.43
S 1.32 -1.76 -0.82
S 2.59 -4.20 0.36
S 2.56 -0.16 1.82
S -0.76 3.34 -1.22
S -1.36 4.42 0.35
S -1.02 3.26 2.10
S 0.72 2.31 1.95
C 3.06 2.57 -0.40
C 4.33 3.21 -1.04
N 4.72 2.47 -2.25
C 5.03 1.08 -1.88
C 3.81 0.41 -1.18
N 2.67 1.36 -1.17
C 2.36 1.74 -2.55
C 3.59 2.45 -3.19
H 2.22 3.26 -0.42
H 3.24 2.28 0.63
H 5.17 3.18 -0.35
H 4.14 4.25 -1.32
H 5.90 1.09 -1.22
H 5.30 0.54 -2.79
H 4.03 0.14 -0.15
H 3.49 -0.49 -1.70
H 1.50 2.40 -2.54
H 2.11 0.83 -3.11
H 3.34 3.49 -3.44
H 3.91 1.94 -4.10
```

Output
- Charge: -1
- LUMO (spin up / spin down): 1.811 / 1.468 eV
- Relative energy (zero: lowest compared OMol25 entry of this formula, charge and spin): 39.8 kcal/mol
- 2S+1: 2



# 2
Entry from the OMol25 dataset: one molecule with the formula C27H28N4O3 at a distorted geometry (wB97M-V/def2-TZVPD).

The geometry in XYZ format:
```
62
C27H28N4O3, DFT wB97M-V/def2-TZVPD
C -0.71 6.42 -1.38
O -0.55 5.95 -0.06
C 0.49 5.10 0.20
C 1.44 4.69 -0.73
C 2.44 3.82 -0.35
C 2.52 3.33 0.95
C 3.55 2.30 1.31
C 3.06 0.89 0.96
O 3.67 0.14 0.23
N 1.88 0.60 1.56
C 1.13 -0.58 1.49
C -0.19 -0.55 1.92
C -0.99 -1.67 1.85
C -0.52 -2.88 1.34
N -1.34 -3.99 1.21
C -1.21 -4.89 0.07
C -2.27 -4.52 -1.00
N -2.79 -3.19 -0.79
C -1.99 -2.09 -1.13
C -0.73 -2.22 -1.70
C 0.06 -1.12 -2.00
C -0.40 0.16 -1.74
O 0.30 1.31 -1.97
C 1.58 1.19 -2.55
C -1.69 0.31 -1.23
C -2.47 -0.79 -0.94
C -3.54 -3.16 0.45
C -2.74 -3.89 1.57
C 0.85 -2.93 1.01
C 1.54 -4.11 0.66
N 2.17 -5.04 0.42
C 1.65 -1.79 1.07
C 1.58 3.76 1.88
C 0.58 4.64 1.51
H -0.86 5.59 -2.08
H 0.14 7.02 -1.70
H -1.61 7.04 -1.36
H 1.41 5.05 -1.74
H 3.18 3.51 -1.07
H 3.77 2.32 2.38
H 4.48 2.47 0.75
H 1.41 1.37 2.02
H -0.61 0.37 2.30
H -2.01 -1.57 2.17
H -1.35 -5.91 0.42
H -0.21 -4.81 -0.34
H -1.86 -4.61 -2.01
H -3.13 -5.21 -0.93
H -0.31 -3.19 -1.91
H 1.04 -1.29 -2.41
H 1.54 0.67 -3.51
H 2.28 0.66 -1.88
H 1.93 2.21 -2.70
H -2.07 1.31 -1.06
H -3.47 -0.62 -0.57
H -3.74 -2.13 0.74
H -4.50 -3.66 0.29
H -3.10 -4.92 1.68
H -2.85 -3.40 2.53
H 2.69 -1.86 0.77
H 1.64 3.44 2.91
H -0.15 4.98 2.23
```

Output
- SMILES: COc1ccc(CC(=O)Nc2ccc(N3CCN(c4ccc(OC)cc4)CC3)c(C#N)c2)cc1
- LUMO: 0.585 eV
- Relative energy (zero: lowest compared OMol25 entry of this formula, charge and spin): 33.6 kcal/mol



# 3
Entry from the OMol25 dataset: C27H28N5O2SiW as an isolated structure (wB97M-V/def2-TZVPD).

The geometry in XYZ format:
```
64
C27H28N5O2SiW, DFT wB97M-V/def2-TZVPD
W -0.46 0.06 -0.23
C -2.86 -5.06 0.29
C -3.11 -4.24 -0.80
C -2.23 -3.23 -1.14
C -1.09 -3.05 -0.39
C -0.80 -3.90 0.67
C -1.69 -4.90 1.02
N -0.16 -1.97 -0.67
C 1.10 -2.34 -0.95
C 1.52 -3.66 -1.30
C 2.85 -3.89 -1.45
C 3.80 -2.85 -1.26
C 3.41 -1.56 -0.93
C 2.07 -1.29 -0.80
N 1.53 -0.05 -0.52
N 1.36 0.24 0.86
C 1.20 1.64 1.03
C 2.08 2.53 1.61
C 1.68 3.85 1.68
C 0.44 4.23 1.17
C -0.38 3.28 0.61
N 0.02 2.01 0.54
H -3.56 -5.84 0.57
H -4.01 -4.38 -1.39
H -2.43 -2.59 -1.99
H 0.13 -3.77 1.22
H -1.47 -5.54 1.87
H 0.79 -4.45 -1.46
H 3.19 -4.88 -1.72
H 4.86 -3.07 -1.38
H 4.14 -0.76 -0.80
H 3.02 2.18 2.00
H 2.33 4.59 2.12
H 0.10 5.26 1.23
H -1.36 3.50 0.21
N 0.13 1.52 -2.39
C -1.19 1.54 -3.06
C -1.98 0.57 -2.22
O -2.36 -0.50 -2.62
O -2.06 0.94 -0.91
H 0.50 2.44 -2.25
H 0.80 0.99 -2.93
H -1.16 1.19 -4.09
H -1.64 2.53 -3.02
C -1.80 1.13 2.93
Si -1.47 -0.49 2.04
C -0.31 -1.37 3.20
C -3.13 -1.37 1.97
C -3.57 -2.01 3.14
C -4.83 -2.59 3.21
C -5.68 -2.55 2.11
C -5.26 -1.93 0.95
C -4.00 -1.35 0.88
H -2.27 0.89 3.89
H -2.47 1.80 2.38
H -0.86 1.67 3.15
H -0.77 -1.40 4.20
H 0.61 -0.79 3.28
H -0.05 -2.39 2.92
H -2.92 -2.05 4.01
H -5.15 -3.08 4.13
H -6.66 -2.99 2.17
H -5.91 -1.90 0.08
H -3.70 -0.87 -0.05
```

Output
- Charge: +1
- LUMO (spin up / spin down): -3.360 / -5.653 eV
- Relative energy (zero: lowest compared OMol25 entry of this formula, charge and spin): 27.9 kcal/mol
- 2S+1: 3



# 4
Entry from the OMol25 dataset: C27H28O4PSSc as an isolated structure (wB97M-V/def2-TZVPD).

The geometry in XYZ format:
```
62
C27H28O4PSSc, DFT wB97M-V/def2-TZVPD
Sc 0.18 -0.94 -1.21
C 2.75 -3.08 -2.78
C 2.24 -2.68 -1.44
C 1.15 -3.33 -0.84
C 0.75 -3.02 0.47
C 1.42 -2.04 1.19
C 2.47 -1.35 0.59
C 2.86 -1.65 -0.71
H 3.67 -3.67 -2.65
H 3.01 -2.22 -3.40
H 2.04 -3.70 -3.32
H 0.63 -4.10 -1.39
H -0.09 -3.55 0.91
H 1.12 -1.81 2.21
H 2.99 -0.57 1.14
H 3.68 -1.10 -1.16
O 0.09 0.86 -2.15
S -1.44 0.92 -2.11
O -2.06 1.13 -3.36
O -1.75 -0.42 -1.46
C -1.84 2.17 -0.96
C -2.69 3.18 -1.40
C -3.00 4.22 -0.54
C -2.45 4.24 0.74
C -1.61 3.22 1.16
C -1.29 2.16 0.33
P -0.23 0.79 0.93
C 1.27 1.63 1.51
C 1.90 1.28 2.70
C 3.11 1.87 3.04
C 3.71 2.79 2.19
C 3.09 3.13 1.00
C 1.87 2.56 0.65
C -1.12 0.13 2.35
C -1.06 0.70 3.63
C -1.83 0.18 4.66
C -2.67 -0.90 4.42
C -2.75 -1.47 3.16
C -1.97 -0.95 2.13
H -3.09 3.15 -2.41
H -3.66 5.01 -0.87
H -2.69 5.05 1.41
H -1.20 3.26 2.16
H 1.45 0.57 3.38
H 3.59 1.61 3.98
H 4.65 3.25 2.46
H 3.54 3.86 0.34
H 1.40 2.84 -0.28
H -0.40 1.53 3.83
H -1.77 0.62 5.64
H -3.27 -1.30 5.23
H -3.41 -2.30 2.97
H -2.06 -1.38 1.14
C -1.52 -2.23 -5.08
C -0.90 -2.67 -3.78
O 0.06 -1.66 -3.30
H -2.23 -2.99 -5.41
H -0.77 -2.12 -5.86
H -2.07 -1.30 -4.96
H -0.34 -3.60 -3.89
H -1.65 -2.78 -3.00
H 0.15 -0.97 -3.98
```

Output
- Charge: +2
- LUMO: -6.930 eV
- Relative energy (zero: lowest compared OMol25 entry of this formula, charge and spin): 11.9 kcal/mol



# 5
Entry from the OMol25 dataset: C27H29B2BrF4IN8O6V as an isolated structure (wB97M-V/def2-TZVPD).

The geometry in XYZ format:
```
79
C27H29B2BrF4IN8O6V, DFT wB97M-V/def2-TZVPD
V -0.62 0.19 0.64
C -4.10 1.35 3.13
C -2.95 0.70 2.47
N -2.29 1.18 1.48
O -2.78 2.28 0.87
B -1.85 2.69 -0.17
F -1.41 1.38 -0.83
F -2.37 3.53 -1.05
O -0.59 3.17 0.43
N 0.25 2.15 0.69
C 1.47 2.48 0.82
C 1.89 3.90 0.79
C 1.98 0.43 2.21
N 0.63 -0.17 2.00
O 0.55 -1.19 2.81
B 0.12 -2.58 2.19
F 0.40 -3.51 3.11
F 0.81 -2.67 1.00
O -1.35 -2.43 1.99
N -1.71 -1.14 1.91
C -2.52 -0.68 2.80
C -3.06 -1.45 3.94
C 3.00 -0.68 2.47
H -4.29 2.34 2.71
H -3.91 1.44 4.20
H -5.00 0.73 3.02
H 1.39 4.42 -0.03
H 2.97 4.03 0.71
H 1.55 4.39 1.71
H -2.55 -2.40 4.05
H -4.13 -1.65 3.79
H -2.97 -0.86 4.85
H 4.00 -0.25 2.56
H 2.98 -1.40 1.66
H 2.78 -1.20 3.40
O -1.67 -3.84 -0.61
C -1.15 -3.73 -1.85
C -1.17 -4.89 -2.62
C -0.70 -4.90 -3.92
C -0.21 -3.74 -4.50
C -0.19 -2.58 -3.75
C -0.64 -2.55 -2.42
C -0.55 -1.21 -1.74
O -1.04 -1.17 -0.41
N 0.86 -0.79 -1.67
N 1.11 0.00 -0.62
C 2.27 0.37 -0.26
C 2.40 1.27 0.96
Br 1.84 1.60 3.78
C 3.82 1.75 1.19
C 4.79 2.11 0.30
C 6.08 2.42 0.85
C 7.12 2.79 0.04
C 6.90 2.88 -1.33
C 5.64 2.62 -1.91
C 4.60 2.24 -1.12
H -1.47 -3.07 -0.06
H -1.56 -5.79 -2.16
H -0.72 -5.82 -4.48
H 0.15 -3.74 -5.51
H 0.17 -1.66 -4.20
H -1.10 -0.46 -2.31
H 1.55 -1.51 -1.88
H 3.15 0.01 -0.79
H 4.08 1.84 2.24
H 6.22 2.35 1.93
H 8.09 3.00 0.46
H 7.72 3.17 -1.98
H 5.51 2.74 -2.98
H 3.62 2.07 -1.56
I -6.81 1.03 -4.98
C -6.01 0.19 -3.36
C -6.66 -0.67 -2.45
N -5.76 -0.97 -1.55
N -4.52 -0.40 -1.77
C -4.67 0.30 -2.85
H -7.68 -1.04 -2.43
H -5.87 -1.61 -0.77
H -3.85 0.88 -3.26
```

Output
- Charge: +3
- LUMO (spin up / spin down): -10.399 / -11.186 eV
- Relative energy (zero: lowest compared OMol25 entry of this formula, charge and spin): 23.8 kcal/mol
- 2S+1: 2



# 6
Entry from the OMol25 dataset: C27H29BCl2IMnN7O2 as an isolated structure (wB97M-V/def2-TZVPD).

The geometry in XYZ format:
```
70
C27H29BCl2IMnN7O2, DFT wB97M-V/def2-TZVPD
Mn -0.20 -0.20 -0.32
C -3.59 0.02 0.90
C -2.44 0.59 1.65
C -2.51 1.30 2.84
C -1.22 1.71 3.13
C -0.77 2.54 4.28
N -0.42 1.26 2.15
N -1.15 0.55 1.26
B 1.11 1.44 2.03
N 1.38 2.09 0.65
N 0.62 1.77 -0.44
C 0.84 2.73 -1.36
C 0.16 2.87 -2.68
C 1.75 3.65 -0.85
C 2.06 3.22 0.43
C 2.99 3.84 1.41
N 1.82 0.09 2.07
N 1.48 -0.86 1.17
C 2.27 -1.91 1.40
C 2.21 -3.19 0.63
C 3.14 -1.62 2.46
C 2.82 -0.34 2.86
C 3.42 0.47 3.96
H -4.23 -0.53 1.59
H -3.27 -0.66 0.12
H -4.19 0.82 0.47
H -3.40 1.51 3.42
H -1.63 2.80 4.88
H -0.29 3.45 3.93
H -0.06 2.01 4.91
H 1.50 2.14 2.91
H -0.89 2.57 -2.61
H 0.64 2.28 -3.46
H 0.20 3.91 -2.99
H 2.12 4.54 -1.34
H 3.45 4.72 0.95
H 3.79 3.15 1.69
H 2.47 4.14 2.32
H 1.18 -3.52 0.50
H 2.75 -3.96 1.17
H 2.67 -3.08 -0.35
H 3.89 -2.27 2.88
H 4.16 -0.13 4.49
H 2.67 0.81 4.67
H 3.93 1.36 3.57
Cl -0.75 -7.08 -2.61
C -0.84 -5.50 -1.93
C -1.74 -5.26 -0.88
C -1.85 -4.01 -0.32
Cl -2.96 -3.73 0.96
C -1.04 -2.93 -0.76
O -1.16 -1.76 -0.22
C -0.12 -3.21 -1.81
C 0.82 -2.21 -2.19
O 0.93 -1.07 -1.71
C -0.04 -4.49 -2.39
H -2.34 -6.07 -0.50
H 1.52 -2.49 -2.99
H 0.66 -4.67 -3.20
I -0.36 0.50 -6.59
C -1.48 0.51 -4.82
C -2.80 0.90 -4.82
C -3.48 0.91 -3.61
C -2.81 0.51 -2.46
N -1.53 0.15 -2.46
C -0.87 0.15 -3.62
H -3.29 1.19 -5.74
H -4.52 1.22 -3.55
H -3.32 0.48 -1.51
H 0.17 -0.12 -3.60
```

Output
- Charge: +1
- LUMO (spin up / spin down): -4.166 / -3.871 eV
- 2S+1: 5



no.,DFT total energy (eV)
1,-142315.1385
2,-40555.7967
3,-49696.2046
4,-77457.2296
5,-168704.5912
6,-108136.9855